No. 1
This record from the OMol25 dataset describes a cluster of 10 separate species, C60H135N5O10 in total at a distorted geometry. The level of theory is wB97M-V/def2-TZVPD.

Calculated values
E_tot in eV: -92324.5802
Energy above the lowest of the compared OMol25 structures with the same formula, charge and spin in kcal per mole: 224.9
2S+1: 1
Charge: 0
HOMO in eV: -8.056
LUMO energy in eV: 0.21
Frontier orbital gap in eV: 8.26

Structure (XYZ):
```
210
Properties=species:S:1:pos:R:3:lowdin_charge:R:1
C -0.20552 1.83906 -0.38225 -0.0363
C -1.30458 0.81790 -0.35885 -0.5009
C -2.27148 1.40922 0.68196 -0.0173
C -1.89710 0.79795 -1.71818 -0.1457
C -1.13168 -0.01799 -2.79835 -0.1534
C -0.84461 -1.43271 -2.31210 -0.1191
C -0.15646 -1.50107 -0.91746 -0.4729
C -0.09862 -2.94626 -0.53036 -0.0302
C 1.29505 -1.02220 -1.05488 -0.0200
N -0.89448 -0.57590 -0.00643 -0.0588
O -0.49280 -0.57675 1.37817 -0.0184
H 0.28870 1.94624 -1.34783 0.0581
H -0.54973 2.83706 -0.11093 0.0940
H 0.59868 1.51274 0.27722 0.0769
H -3.06524 0.70051 0.91811 0.0818
H -1.87413 1.89373 1.57385 0.0649
H -2.61943 2.32701 0.20793 0.0757
H -2.89327 0.37251 -1.59668 0.1166
H -2.07581 1.77283 -2.17177 0.0933
H -1.69581 -0.07333 -3.72937 0.1024
H -0.19265 0.52017 -2.92754 0.0894
H -0.19314 -1.83885 -3.08588 0.1097
H -1.78710 -1.98000 -2.32855 0.1059
H 0.52900 -3.45922 -1.25911 0.0964
H -1.03121 -3.49055 -0.38161 0.0794
H 0.42164 -3.05170 0.42165 0.0697
H 1.62118 -0.96573 -0.01636 0.0695
H 1.40547 0.02080 -1.35163 0.0654
H 2.06619 -1.64977 -1.50166 0.0875
H 0.34562 -0.10937 1.39186 0.0398
C 5.78524 0.42097 -1.81730 -0.0587
C 6.11112 -0.43178 -0.60214 -0.4716
C 5.27211 -1.73867 -0.58231 -0.0073
C 7.64106 -0.70674 -0.73664 -0.1350
C 8.25631 -1.43951 0.48492 -0.1659
C 8.07724 -0.54365 1.76171 -0.0961
C 6.55086 0.01006 1.89392 -0.4168
C 5.79762 -1.15135 2.56921 -0.0367
C 6.49623 1.25888 2.85996 -0.0240
N 5.97900 0.44579 0.59079 -0.1361
O 4.79996 1.14930 0.67744 -0.0158
H 5.86104 -0.11574 -2.76298 0.0858
H 4.79487 0.85191 -1.96412 0.0567
H 6.42607 1.29690 -1.91818 0.0880
H 5.02806 -2.04753 -1.59875 0.0825
H 5.82523 -2.50951 -0.04568 0.0580
H 4.33399 -1.55465 -0.05870 0.0740
H 7.89863 -1.19796 -1.67497 0.1170
H 8.17316 0.23708 -0.85564 0.1139
H 7.71551 -2.36295 0.69209 0.0864
H 9.26972 -1.74503 0.22465 0.1067
H 8.90213 0.16447 1.84058 0.1078
H 8.23051 -1.25323 2.57480 0.0962
H 6.32374 -1.48472 3.46374 0.0851
H 5.81243 -2.04064 1.93909 0.0613
H 4.77927 -0.91563 2.87823 0.0663
H 7.21595 1.17338 3.67407 0.0845
H 5.47280 1.48361 3.16028 0.0604
H 6.70986 2.20161 2.35626 0.0740
H 5.11773 2.04958 0.57690 0.1118
C -0.91993 4.13339 -4.44521 -0.0171
C 0.65522 4.21728 -4.57541 -0.4200
C 1.14223 5.45490 -5.40072 -0.0252
C 1.25481 4.39312 -3.13719 -0.1587
C 2.72150 4.13559 -2.96171 -0.1633
C 3.05042 2.67986 -3.51048 -0.1250
C 2.48919 2.41592 -4.91973 -0.4725
C 3.43731 3.18724 -5.92386 -0.0225
C 2.65050 0.88849 -5.09419 -0.0257
N 1.12972 2.92841 -5.17946 -0.1363
O 0.58498 2.58621 -6.42127 -0.0014
H -1.14238 5.11836 -4.03480 0.0784
H -1.43427 4.00330 -5.39738 0.0837
H -1.31355 3.39265 -3.74917 0.0530
H 0.43660 6.28285 -5.33219 0.0781
H 2.16855 5.79389 -5.25980 0.0677
H 1.02501 5.16815 -6.44577 0.0795
H 1.16602 5.41637 -2.77224 0.1194
H 0.70425 3.89508 -2.33910 0.0928
H 3.26864 4.85399 -3.57216 0.0931
H 3.01082 4.25425 -1.91753 0.1102
H 2.56680 1.97957 -2.82944 0.0969
H 4.13234 2.57392 -3.43101 0.1073
H 3.59438 4.23598 -5.67172 0.0610
H 3.20507 3.14424 -6.98797 0.0812
H 4.39281 2.66434 -5.88284 0.0712
H 3.72530 0.73290 -5.00094 0.0840
H 2.26295 0.59299 -6.06917 0.0679
H 2.06169 0.31039 -4.38201 0.0705
H 0.07815 1.82308 -6.13426 0.0899
C -4.46224 5.37891 3.27949 -0.0277
C -4.00758 3.97747 3.78117 -0.4859
C -4.54406 3.03212 2.72119 -0.0506
C -2.47259 3.86602 3.63952 -0.1577
C -1.74843 4.56054 4.76177 -0.1803
C -2.27219 4.07997 6.17007 -0.1093
C -3.82051 4.26803 6.31234 -0.5098
C -4.14103 3.35850 7.54760 -0.0322
C -4.13110 5.71823 6.66342 -0.0205
N -4.47907 3.72870 5.12772 -0.1241
O -5.86087 3.67744 5.21977 0.0081
H -5.53054 5.54024 3.42374 0.0829
H -4.02124 6.22583 3.80519 0.0608
H -4.33522 5.57802 2.21538 0.0741
H -4.40746 3.20176 1.65317 0.0691
H -4.29479 2.00174 2.97472 0.0857
H -5.62331 2.96620 2.85894 0.0789
H -2.17559 2.84128 3.86269 0.1011
H -2.05848 4.15871 2.67467 0.1270
H -0.67312 4.38415 4.73523 0.0868
H -1.86159 5.62393 4.55083 0.1033
H -1.73472 4.68540 6.89992 0.1113
H -1.95279 3.06078 6.38768 0.1124
H -3.44985 3.63605 8.34343 0.0836
H -4.03236 2.29884 7.31645 0.0833
H -5.20088 3.58435 7.66507 0.0755
H -3.55876 5.90950 7.57113 0.0885
H -5.21152 5.85448 6.71080 0.0886
H -3.81657 6.35585 5.83722 0.0634
H -5.89735 2.72546 5.10146 0.1094
C 0.42449 -4.10477 3.61862 -0.0009
C 0.63636 -5.61367 4.11920 -0.4526
C 0.35771 -5.74485 5.60550 -0.0609
C -0.37318 -6.60053 3.44551 -0.1267
C 0.02399 -6.85958 1.98564 -0.1901
C 1.38025 -7.52614 1.99849 -0.1472
C 2.55610 -6.58761 2.58084 -0.4304
C 3.75624 -7.61182 2.64398 -0.0362
C 2.90991 -5.53030 1.54050 -0.0411
N 2.07509 -6.05074 3.92650 -0.1315
O 3.00911 -5.24958 4.47814 -0.0087
H 1.20568 -3.37582 3.83421 0.0679
H 0.25014 -4.08881 2.54278 0.0484
H -0.48910 -3.67877 4.03333 0.0833
H -0.66684 -5.60018 5.94823 0.0843
H 0.70276 -6.69347 6.01679 0.0887
H 0.90812 -4.89879 6.01700 0.0770
H -0.33594 -7.50543 4.05204 0.1156
H -1.38667 -6.21823 3.56715 0.1192
H -0.75605 -7.52120 1.60896 0.1057
H 0.02922 -6.05164 1.25399 0.1008
H 1.64640 -7.81057 0.98047 0.1106
H 1.33055 -8.47807 2.52713 0.1095
H 4.04938 -7.90033 1.63457 0.0759
H 3.47119 -8.55091 3.11829 0.0735
H 4.58899 -7.16436 3.18659 0.0755
H 2.13742 -4.78232 1.36189 0.0613
H 3.19967 -6.02228 0.61201 0.0876
H 3.72083 -4.94503 1.97406 0.0746
H 2.93177 -4.44321 3.96299 0.0710
C 0.73377 -2.55925 -6.11669 -0.0546
C -0.48664 -1.77982 -6.45359 -0.5322
C -0.39554 -0.99934 -7.75866 -0.0382
O -1.51323 -2.69503 -6.73008 -0.0491
H 1.11333 -3.12124 -6.97004 0.0886
H 0.47738 -3.24765 -5.31141 0.0814
H 1.59195 -2.00944 -5.73028 0.0699
H -0.80506 -1.22573 -5.57058 0.1143
H 0.40331 -0.26143 -7.68503 0.0684
H -1.37206 -0.58016 -8.00116 0.0846
H -0.08501 -1.74977 -8.48566 0.0904
H -2.23840 -2.09976 -6.93351 0.0822
C -7.01647 -4.10061 -3.52392 -0.0547
C -6.28312 -3.10103 -4.43295 -0.4624
C -5.19867 -2.36119 -3.67507 -0.0805
O -5.56428 -3.80036 -5.48090 -0.0719
H -6.43850 -4.98914 -3.26982 0.0825
H -7.83259 -4.48213 -4.13751 0.0734
H -7.51055 -3.60943 -2.68563 0.0777
H -6.95501 -2.40398 -4.93373 0.1388
H -4.37334 -3.00933 -3.38039 0.0770
H -5.74996 -1.84272 -2.89062 0.0772
H -4.68018 -1.56878 -4.21485 0.0713
H -4.98168 -4.39857 -5.00728 0.0734
C -4.88277 4.68313 -1.33883 -0.0510
C -4.18708 4.39607 -2.68603 -0.5097
C -4.43474 2.93520 -3.13100 -0.0366
O -4.72278 5.33394 -3.53621 -0.0354
H -5.94468 4.91895 -1.40847 0.0817
H -4.52337 5.59469 -0.86137 0.0752
H -4.67449 3.83709 -0.68389 0.0541
H -3.11411 4.56257 -2.59052 0.1194
H -5.43941 2.86126 -3.54728 0.0845
H -4.25516 2.18081 -2.36502 0.0576
H -3.66874 2.78801 -3.89239 0.0643
H -5.65150 5.10161 -3.60746 0.0888
C -3.95465 -3.12171 -0.03219 -0.0818
C -3.93797 -2.15765 1.06557 -0.5166
C -5.00949 -2.45498 2.15366 -0.0323
O -2.64446 -2.18948 1.62379 -0.0495
H -3.78749 -4.11263 0.38998 0.0910
H -3.21607 -2.91621 -0.80702 0.0564
H -4.90165 -3.24911 -0.55667 0.0723
H -4.15037 -1.20207 0.58615 0.1195
H -4.87774 -3.39907 2.68228 0.0792
H -6.00920 -2.39845 1.72297 0.0727
H -4.96029 -1.61504 2.84662 0.0686
H -2.04427 -1.62770 1.12804 0.0254
C 0.62540 1.88178 3.70307 -0.0558
C 1.98512 1.20192 3.59518 -0.4466
C 2.23020 0.36239 4.80744 -0.0536
O 2.18367 0.40526 2.37249 -0.0808
H 0.51677 2.52353 2.82876 0.0770
H 0.64208 2.58061 4.53940 0.0740
H -0.23437 1.21584 3.77668 0.0883
H 2.75262 1.96386 3.45922 0.1319
H 3.14665 -0.20954 4.66213 0.0731
H 1.33952 -0.19872 5.09016 0.0871
H 2.35628 1.03188 5.65831 0.0836
H 3.03209 0.58107 1.95912 0.0433
```

No. 2
This record from the OMol25 dataset describes a structure of composition C39H59N5OP2Ti. The level of theory is wB97M-V/def2-TZVPD.

Calculated values
E_tot in eV: -92594.1531
Energy above the lowest of the compared OMol25 structures with the same formula, charge and spin in kcal per mole: 4.7
2S+1: 3
Expectation value of S²: 2.004
Charge: 0
HOMO (spin up / spin down) in eV: -5.597 / -6.351
LUMO energy (spin up / spin down) in eV: 0.36 / 0.35
Frontier orbital gap (spin up / spin down) in eV: 5.95 / 6.71

Structure (XYZ):
```
107
Properties=species:S:1:pos:R:3:mulliken_spin:R:1
Ti -0.61514 -0.57403 0.03220 1.3043
C 2.62086 2.21093 -2.10757 0.0054
C 2.99289 0.98237 -1.27051 0.0275
C 4.46950 0.63815 -1.45095 -0.0002
P 1.79017 -0.43040 -1.42879 0.1325
C 1.99096 -1.20358 -3.11883 0.0249
C 1.69714 -0.12524 -4.17255 0.0048
C 3.25113 -1.96862 -3.54314 -0.0018
C 2.50644 -1.55456 -0.16284 0.0199
C 3.28784 -2.69233 -0.33551 -0.0103
C 3.79965 -3.39600 0.74811 0.0094
C 3.55742 -2.93408 2.03504 0.0044
C 2.76929 -1.81495 2.22993 -0.0014
C 2.19554 -1.12958 1.14853 0.0332
N 1.27789 -0.09505 1.32331 -0.0807
C 1.64906 0.96061 2.11930 0.1144
C 3.01160 1.21093 2.43603 0.0033
C 3.40792 2.32176 3.14525 -0.0005
C 2.47695 3.26446 3.56638 0.0040
C 1.14763 3.05416 3.25129 -0.0106
C 0.69949 1.92106 2.57128 -0.0580
P -1.00547 1.68867 1.98922 0.0600
C -2.18909 2.13005 3.38844 0.0310
C -2.45635 0.91376 4.27565 0.0011
C -1.90882 3.30123 4.33244 0.0005
C -1.22994 3.09183 0.76953 -0.0290
C 0.02715 3.18476 -0.08967 -0.0006
C -1.60738 4.48140 1.27574 0.0001
H 3.02639 3.11153 -1.64094 0.0005
H 1.54304 2.34147 -2.20425 -0.0007
H 3.04314 2.14625 -3.11054 0.0002
H 2.83286 1.24424 -0.21915 0.0126
H 4.70748 0.46470 -2.50197 0.0007
H 4.75774 -0.24341 -0.87639 0.0011
H 5.08711 1.47529 -1.11388 -0.0005
H 1.15749 -1.91184 -3.13263 0.0161
H 2.59230 0.46432 -4.37261 0.0001
H 0.89576 0.55382 -3.87864 -0.0022
H 1.40340 -0.59993 -5.11183 0.0004
H 4.17314 -1.46958 -3.24997 -0.0003
H 3.25706 -2.05205 -4.63384 0.0002
H 3.27055 -2.98492 -3.15591 0.0001
H 3.53326 -3.03896 -1.32596 -0.0014
H 4.40621 -4.27771 0.58548 0.0007
H 3.97466 -3.45366 2.88954 0.0002
H 2.57684 -1.45674 3.23409 0.0000
H 3.76284 0.52105 2.08120 0.0025
H 4.46219 2.47221 3.34954 -0.0001
H 2.78321 4.15267 4.10305 0.0000
H 0.43752 3.81434 3.52985 0.0012
H -3.11153 2.35873 2.83752 0.0015
H -1.53259 0.57821 4.75304 0.0004
H -2.88256 0.07898 3.72189 -0.0032
H -3.15994 1.17353 5.07016 0.0000
H -1.07985 3.07089 5.00120 0.0005
H -2.79628 3.45711 4.95283 -0.0006
H -1.69704 4.23936 3.83021 0.0001
H -2.03675 2.72308 0.12922 0.0103
H 0.83521 3.66868 0.46317 0.0014
H -0.17404 3.77152 -0.99043 0.0002
H 0.37177 2.20023 -0.40430 0.0215
H -0.81979 4.91091 1.89576 0.0003
H -2.54436 4.49384 1.83423 0.0000
H -1.73572 5.14391 0.41445 0.0003
O -1.52907 0.79624 -1.26364 -0.0215
C -1.69429 0.80866 -2.54034 0.0149
C -1.98812 2.04288 -3.16684 0.0014
C -2.14913 2.16526 -4.52342 0.0047
C -2.03367 1.04109 -5.34713 -0.0010
C -1.77577 -0.17805 -4.76683 0.0041
C -1.61778 -0.33981 -3.37801 0.0363
C -1.37807 -1.67716 -2.86200 0.0552
N -0.92392 -2.04802 -1.66847 -0.1097
C -0.82009 -3.41958 -1.70052 0.1164
C -1.23694 -3.89355 -2.89737 0.0095
N -1.59383 -2.78632 -3.61713 0.0050
H -2.06100 2.90989 -2.52107 -0.0002
H -2.35513 3.13763 -4.95370 0.0002
H -2.13125 1.12697 -6.42084 0.0000
H -1.64730 -1.03610 -5.41662 0.0014
H -0.42667 -3.98442 -0.87468 -0.0005
H -1.30252 -4.88910 -3.29921 -0.0003
H -1.99274 -2.78479 -4.53695 0.0001
C 0.12044 -3.62746 1.51790 0.1827
N -0.83924 -2.50452 1.68488 -0.0951
C -0.65717 -1.93417 3.02429 0.0935
C -2.20408 -3.03279 1.55116 0.0585
C -3.26739 -1.95099 1.54433 0.0348
N -3.13046 -1.04342 0.40143 0.0133
C -3.84166 0.21170 0.65681 0.0167
C -3.76140 -1.64347 -0.78391 0.0352
H 0.54297 -3.91730 2.48200 0.0072
H 0.94557 -3.36537 0.85901 -0.0624
H -0.39084 -4.50464 1.11911 0.0109
H -0.86190 -2.68681 3.80135 0.0074
H -1.31146 -1.08244 3.16826 -0.0310
H 0.36081 -1.57717 3.12679 -0.0080
H -2.42013 -3.72983 2.37758 0.0008
H -2.25739 -3.60174 0.62321 -0.0072
H -3.21036 -1.37075 2.46103 -0.0226
H -4.25628 -2.43373 1.53688 0.0011
H -4.92344 0.03719 0.75448 0.0019
H -3.64958 0.89101 -0.17199 0.0022
H -3.47519 0.66749 1.57268 -0.0038
H -4.84021 -1.76645 -0.61169 0.0026
H -3.33140 -2.61770 -1.01007 -0.0011
H -3.61798 -0.98814 -1.64123 -0.0056
```